# C5H14O2

A cluster of 3 separate species, C5H14O2 in total (wB97M-V/def2-TZVPD, the OMol25 dataset).

Energy: -349.338819 Eh
Gap between HOMO and LUMO: 10.1888 eV
Structure (SMILES): C=C(C)CC.O.O
E_LUMO: 0.672 eV
Highest occupied orbital energy: -9.52 eV

Positions of all 21 atoms, in Å:
C (-0.18, -0.93, -1.88)
C (0.03, -1.41, -0.65)
C (1.39, -1.79, -0.16)
C (-1.06, -1.25, 0.39)
C (-1.29, 0.21, 0.71)
H (0.65, -0.85, -2.57)
H (-1.17, -0.59, -2.16)
H (1.37, -2.76, 0.31)
H (2.19, -1.73, -0.91)
H (1.73, -1.05, 0.57)
H (-0.92, -1.83, 1.29)
H (-1.98, -1.66, 0.01)
H (-1.36, 0.82, -0.14)
H (-2.13, 0.36, 1.40)
H (-0.60, 0.77, 1.36)
O (0.27, 2.84, 2.20)
H (1.05, 2.31, 2.06)
H (0.04, 3.26, 1.37)
O (0.77, 2.01, -0.90)
H (0.98, 1.12, -0.63)
H (0.23, 2.16, -1.67)